Record 1
ORCA calculation (the ωB97M-V functional and the def2-TZVPD basis) on a molecular structure, C4H5NS2 at a distorted geometry.

For the energy, the calculation gives -27384.603 eV. The HOMO-LUMO gap is 7.11 eV.

The geometry in ORCA input format:
```
! wB97M-V def2-TZVPD RIJCOSX def2/J DEFGRID3
* xyz 0 1
C 1.5084 -0.3539 0.0161
C 0.3933 -1.1294 -0.1183
C -0.7980 -0.2524 -0.0664
C 1.3938 1.1444 0.1374
H 3.5548 0.0751 0.9204
H 3.2436 -1.8818 -0.5681
H 0.3865 -2.1746 -0.2094
H 1.7622 1.3446 1.2704
H 2.1575 1.7867 -0.4937
N 2.7669 -0.9777 -0.0322
S -2.3585 -0.6632 0.1158
S -0.4826 1.3658 -0.1475
*
```

=====

Record 2
ORCA calculation (the ωB97M-V functional and the def2-TZVPD basis) on a molecular structure, C32H48AsInN5O6 at a distorted geometry.

For the energy, the calculation gives -119689.700 eV. The HOMO-LUMO gap is 6.97 eV.

The geometry in ORCA input format:
```
! wB97M-V def2-TZVPD RIJCOSX def2/J DEFGRID3
* xyz 3 1
In 0.2449 -0.1634 -0.2091
C -4.8329 -0.5145 2.6310
N -4.0456 -0.2965 1.4340
C -4.8284 -0.0381 0.2368
C -2.7278 -0.2744 1.3743
O -2.1279 -0.1160 0.2879
C -1.9352 -0.4433 2.6750
O -0.5506 -0.2640 2.4442
C 0.1257 0.6769 3.2589
C 1.0361 1.5636 2.4115
O 1.1789 1.3382 1.1854
N 1.6677 2.5548 2.9971
C 2.6044 3.3588 2.2348
C 1.6312 2.8640 4.4103
H -5.1439 0.4378 3.0668
H -5.7330 -1.0681 2.3618
H -4.2932 -1.0884 3.3780
H -5.6312 0.6597 0.4725
H -4.1879 0.3912 -0.5308
H -5.2705 -0.9611 -0.1413
H -2.3134 0.2769 3.4078
H -2.0921 -1.4609 3.0642
H -0.5897 1.3068 3.7970
H 0.7608 0.1454 3.9830
H 2.4641 3.1712 1.1727
H 2.4385 4.4139 2.4455
H 3.6247 3.0989 2.5200
H 0.7156 2.5361 4.8923
H 2.4798 2.4033 4.9191
H 1.7102 3.9439 4.5316
O -0.7054 2.1511 -0.7143
C -0.8456 2.9187 -1.9172
C 0.5203 3.2260 -2.5227
C 1.3989 1.9720 -2.6252
C 0.6794 0.8617 -3.3166
C 0.5364 0.8307 -4.7045
C -0.1598 -0.2044 -5.3003
C -0.7112 -1.1951 -4.4936
C -0.5364 -1.0940 -3.1290
N 0.1423 -0.0990 -2.5684
H -1.5876 2.0462 -0.3380
H -1.3515 3.8614 -1.6805
H -1.4586 2.3634 -2.6387
H 1.0431 3.9583 -1.9094
H 0.3592 3.6645 -3.5072
H 1.6605 1.6449 -1.6126
H 2.3068 2.2333 -3.1697
H 0.9746 1.6156 -5.2999
H -0.2775 -0.2422 -6.3725
H -1.2680 -2.0120 -4.9224
H -0.9595 -1.8174 -2.4363
C -1.8293 -3.5989 0.0366
As 0.0092 -2.9406 0.1208
C 0.5855 -3.4426 1.9124
C 1.0700 -4.1449 -1.0678
C 0.6972 -5.5525 -0.7483
C 1.3989 -6.2788 0.2152
C 1.0930 -7.6066 0.4501
C 0.0758 -8.2248 -0.2635
C -0.6366 -7.5076 -1.2149
C -0.3332 -6.1801 -1.4522
H -1.8558 -4.6156 0.4333
H -2.1732 -3.6088 -0.9984
H -2.4936 -2.9636 0.6209
H 0.3027 -4.4823 2.0943
H 0.1236 -2.8025 2.6626
H 1.6702 -3.3476 1.9823
H 2.1241 -3.9430 -0.8626
H 0.8455 -3.8927 -2.1067
H 2.2187 -5.8116 0.7465
H 1.6580 -8.1670 1.1783
H -0.1584 -9.2612 -0.0810
H -1.4165 -7.9909 -1.7816
H -0.8643 -5.6321 -2.2207
O 6.4189 1.3730 4.4153
C 6.7286 0.0659 4.1191
N 6.1969 -0.3139 2.8025
C 4.9220 -0.0874 2.4849
O 4.0775 0.3510 3.2580
C 4.5277 -0.3656 1.0632
C 5.3630 -0.2150 -0.0392
C 4.8190 -0.3669 -1.3059
C 3.4597 -0.5992 -1.4300
N 2.6590 -0.7392 -0.3763
C 3.1903 -0.6549 0.8336
H 5.4642 1.4456 4.5538
H 6.3296 -0.6412 4.8617
H 7.8150 -0.0155 4.0765
H 6.8405 -0.6632 2.1122
H 6.4034 0.0476 0.0777
H 5.4372 -0.2720 -2.1831
H 2.9906 -0.6738 -2.4024
H 2.5217 -0.7955 1.6763
*
```

=====

Record 3
ORCA calculation (the ωB97M-V functional and the def2-TZVPD basis) on a molecular structure, C30H39Co2O6Sn at a distorted geometry.

For the energy, the calculation gives -125106.351 eV. The HOMO-LUMO gap is 4.27 eV.

The geometry in ORCA input format:
```
! wB97M-V def2-TZVPD RIJCOSX def2/J DEFGRID3
* xyz -1 1
C 1.9441 -1.2707 -4.8759
C 2.3600 -0.7649 -3.4989
C 2.0968 -1.7951 -2.4044
C 2.3452 -1.2480 -0.9819
Sn 0.5236 -0.6714 0.0451
C -0.5428 -2.4593 0.6706
C -0.2697 -2.9594 2.1025
C -1.0217 -4.2601 2.4245
C -0.7635 -4.7506 3.8427
C 0.9218 0.6724 1.7108
C 2.2516 1.4378 1.6487
C 3.4668 0.5551 1.9178
C 4.7700 1.3571 1.9878
C -0.7669 0.5216 -1.3862
C -0.1525 1.4686 -2.2020
C 0.2524 2.7909 -1.7890
H 2.1662 -0.5178 -5.6334
H 2.5091 -2.1679 -5.1514
H 0.8696 -1.4855 -4.9253
H 3.4322 -0.5328 -3.5006
H 1.8428 0.1752 -3.2675
H 1.0708 -2.1850 -2.4995
H 2.7548 -2.6657 -2.5647
H 2.7647 -2.0315 -0.3308
H 3.0103 -0.3700 -0.9838
H -1.6040 -2.1971 0.5558
H -0.2572 -3.2218 -0.0685
H 0.8115 -3.1312 2.2520
H -0.5544 -2.1838 2.8377
H -2.0911 -4.0847 2.2712
H -0.7203 -5.0249 1.7018
H -1.3320 -5.6636 4.0230
H 0.2971 -4.9771 4.0013
H -1.0972 -4.0165 4.5833
H 0.0657 1.3530 1.7086
H 0.8752 0.0070 2.5777
H 2.3746 1.9473 0.6710
H 2.2144 2.2499 2.4004
H 3.3240 0.0247 2.8677
H 3.5551 -0.2258 1.1505
H 5.6155 0.6890 2.1773
H 4.9557 1.8898 1.0485
H 4.7316 2.0893 2.8019
H -1.1917 -0.3009 -1.9281
H -1.5270 0.8670 -0.6770
H 0.1361 1.1719 -3.2074
H 1.3378 2.9926 -1.9826
H -0.0838 3.1870 -0.8138
O 1.0556 7.9019 -1.6955
C 1.1264 6.7382 -1.6802
Co 1.4711 5.0799 -1.5728
C 2.8459 4.9262 -2.5805
O 3.7797 4.8898 -3.2806
C 1.6140 5.0015 0.1890
O 1.7054 5.0615 1.3093
C -2.1438 5.4711 -1.6264
C -2.3234 6.8901 -1.4142
C -2.7655 7.3402 -0.1480
C -2.9913 8.6972 0.0688
C -2.7819 9.6284 -0.9668
C -2.4058 9.1801 -2.2486
C -2.1759 7.8332 -2.4589
C -1.5173 4.4434 -2.1209
C -0.2725 4.0539 -2.7709
Co -2.9036 3.8511 -1.2853
C -2.4411 3.1645 0.3402
O -2.1879 2.7713 1.4052
C -3.2686 2.5362 -2.4293
O -3.5245 1.6802 -3.1687
C -4.5452 4.3111 -1.1072
O -5.6295 4.7084 -1.0276
H -2.8950 6.6313 0.6711
H -3.3324 9.0520 1.0534
H -2.9378 10.7065 -0.7926
H -2.2818 9.8932 -3.0686
H -1.8437 7.4705 -3.4228
H -0.5751 3.2844 -3.5974
H 0.2352 4.8613 -3.4152
*
```

=====

Record 4
ORCA calculation (the ωB97M-V functional and the def2-TZVPD basis) on 13 unconnected molecules or ions with the total composition C34H39BCl48FN2O11PS at a distorted geometry.

For the energy, the calculation gives -685986.700 eV. The HOMO-LUMO gap is 9.54 eV.

The geometry in ORCA input format:
```
! wB97M-V def2-TZVPD RIJCOSX def2/J DEFGRID3
* xyz 0 1
C -3.9875 3.4253 8.1424
C -4.1174 3.8809 6.6985
O -3.1080 3.3564 5.8177
P -3.0881 1.7816 5.6239
O -4.4244 1.1737 5.7779
C -2.3218 1.4325 4.0199
C -3.2309 0.5448 3.1519
C -3.0111 0.7157 1.6494
C -1.9581 -0.1182 0.8889
O -0.8165 0.6356 0.4248
C 0.0979 1.1624 1.3647
C 1.4837 0.7765 0.8504
C 1.8174 -0.6932 1.1317
C 3.2246 -0.9973 0.5745
S 3.2604 -1.4807 -1.1443
O 3.6189 -2.8668 -1.2259
O 4.0682 -0.5636 -1.8777
O 1.7911 -1.3280 -1.7350
C -0.0389 2.7227 1.3988
O 0.7762 3.2278 0.3468
C 0.8121 4.6111 0.1124
N 1.8546 5.3051 0.8546
O -0.4379 5.2007 0.3449
C 1.1668 4.7518 -1.3869
C 0.1571 4.0838 -2.2629
O -0.8104 4.6126 -2.7007
F 0.4195 2.7932 -2.5065
C 0.3035 3.2738 2.7712
C 1.3279 2.7725 3.5613
C 1.5670 3.3585 4.7843
N 0.9056 4.3829 5.2958
C -0.0887 4.8497 4.5476
C -0.3964 4.3291 3.3130
B -1.5660 -1.5433 1.5188
C -0.9123 -1.8176 2.9277
O -1.8351 -2.6709 0.7580
O -2.0564 1.2186 6.7285
C -2.1460 -0.2148 6.8739
C -0.7926 -0.7036 7.3464
H -2.9446 3.3120 8.4246
H -4.4289 4.1848 8.7848
H -4.5111 2.4891 8.3126
H -3.9954 4.9565 6.6945
H -5.1249 3.6755 6.3461
H -2.2394 2.3957 3.5228
H -1.3548 0.9799 4.2165
H -4.2383 0.8922 3.3469
H -3.2116 -0.4744 3.5342
H -2.7822 1.7645 1.4629
H -3.9763 0.5636 1.1684
H -2.4371 -0.3737 -0.0561
H -0.0416 0.8211 2.3881
H 1.4825 0.8938 -0.2283
H 2.2702 1.3672 1.3081
H 1.8203 -0.8655 2.2040
H 1.1158 -1.3376 0.6118
H 3.7902 -0.0689 0.5914
H 3.7652 -1.7282 1.1630
H 1.2155 -2.0115 -1.3548
H -1.0873 2.9124 1.1841
H 2.5480 4.6085 1.1106
H 1.4780 5.6141 1.7483
H -0.2718 6.1043 0.6407
H 1.2261 5.8125 -1.5928
H 2.1642 4.3366 -1.5128
H 1.9335 1.9427 3.2412
H 2.3809 2.9638 5.3819
H -0.6568 5.6857 4.9289
H -1.2091 4.7631 2.7489
H -1.5671 -2.5431 3.4192
H -0.8453 -0.9579 3.5869
H 0.0481 -2.3211 2.8476
H -2.7945 -2.7096 0.6277
H -2.9506 -0.4603 7.5601
H -2.3810 -0.6946 5.9210
H -0.5414 -0.1985 8.2749
H -0.0554 -0.4748 6.5836
H -0.8257 -1.7739 7.5307
C -6.5898 -2.9539 1.3684
Cl -4.8109 -2.9964 1.3026
Cl -7.0933 -1.4132 2.0595
Cl -7.2343 -3.1240 -0.2619
Cl -7.1529 -4.2795 2.3797
C 6.0527 7.6795 0.5564
Cl 4.5600 7.7086 -0.3870
Cl 7.2778 6.7489 -0.3073
Cl 6.6267 9.3324 0.8001
Cl 5.7428 6.9287 2.1256
C -5.4006 4.3437 1.8675
Cl -6.1728 5.7702 2.5648
Cl -6.4029 3.7031 0.5643
Cl -3.8114 4.7838 1.2208
Cl -5.1971 3.1093 3.1135
C 3.2095 -1.8482 -5.7135
Cl 2.5063 -0.3911 -5.0181
Cl 2.1358 -2.4849 -6.9685
Cl 4.7748 -1.4729 -6.4368
Cl 3.4329 -3.0721 -4.4564
C 1.2016 -6.4090 -7.7432
Cl 0.8627 -5.0983 -8.8860
Cl 2.2220 -7.6142 -8.5342
Cl 2.0311 -5.7711 -6.3247
Cl -0.3222 -7.1569 -7.2587
C -3.3367 -7.9564 -10.4379
Cl -4.8211 -7.5442 -9.5595
Cl -2.8296 -9.6005 -10.0233
Cl -3.6447 -7.8480 -12.1724
Cl -2.0603 -6.8311 -9.9837
C 7.5297 -3.8311 -8.4062
Cl 8.1443 -4.4629 -6.8765
Cl 8.3735 -4.6098 -9.7491
Cl 5.8012 -4.1543 -8.5235
Cl 7.8054 -2.0857 -8.4727
C -0.9048 -10.7000 -14.4454
Cl -1.4501 -10.2534 -12.8280
Cl -0.4668 -12.4113 -14.4740
Cl -2.2083 -10.4078 -15.6030
Cl 0.5010 -9.7252 -14.8859
C -6.2723 7.2076 8.7956
Cl -5.7212 6.8475 7.1549
Cl -7.4834 6.0176 9.2774
Cl -4.8982 7.1321 9.9026
Cl -6.9782 8.8244 8.8397
C 9.8244 3.3429 -1.3435
Cl 9.9396 2.7265 -2.9939
Cl 10.8677 2.3917 -0.2856
Cl 10.3306 5.0382 -1.3099
Cl 8.1550 3.2126 -0.7858
C 8.6217 -1.6070 -0.2755
Cl 9.4343 -3.1798 -0.2837
Cl 9.5474 -0.4544 -1.2367
Cl 7.0030 -1.7662 -0.9465
Cl 8.5128 -1.0094 1.3877
C -5.6083 -11.1488 -6.5018
Cl -7.1797 -11.6905 -7.0982
Cl -4.3943 -12.3905 -6.8301
Cl -5.1512 -9.6554 -7.3251
Cl -5.7050 -10.8671 -4.7598
*
```